1.
C2H2NPS | ωB97M-V/def2-TZVPD

```
7
Properties=species:S:1:pos:R:3:lowdin_charge:R:1
C -0.93 0.25 -0.51 -0.306
C -0.68 -0.90 0.40 -0.650
N -1.80 1.03 -1.04 -0.513
P -2.43 2.16 -1.88 0.779
S -1.28 -2.39 0.84 0.591
H 0.16 0.48 -0.73 0.127
H 0.26 -0.76 0.76 -0.029
```

As for the total energy: -871.579806 Ha. For the relative energy (zero: lowest compared OMol25 entry of this formula, charge and spin), the calculation gives 79.7 kcal/mol. For the gap between HOMO and LUMO (spin up / spin down), the calculation gives 6.5 / 6.5 eV. Its largest force on an atom is 4.24 eV/Å. As for the spin multiplicity: 1. Its HOMO energy (spin up / spin down) is -7.856 / -7.854 eV.

***

2.
C2H2O2 | ωB97M-V/def2-TZVPD

```
6
Properties=species:S:1:pos:R:3:lowdin_charge:R:1
C -1.73 -0.35 0.15 0.231
C -0.58 0.21 0.10 -0.299
O 2.09 -0.43 0.15 -0.050
O 0.47 0.73 -0.13 0.096
H -2.73 -0.46 0.09 -0.005
H 2.48 0.31 -0.36 0.027
```

As for the total energy: -227.625838 Ha. For the relative energy (zero: lowest compared OMol25 entry of this formula, charge and spin), the calculation gives 139.3 kcal/mol. For the gap between HOMO and LUMO (spin up / spin down), the calculation gives 6.4 / 6.4 eV. Its largest force on an atom is 7.02 eV/Å. As for the spin multiplicity: 1. Its HOMO energy (spin up / spin down) is -9.817 / -9.857 eV.

***

3.
C2H2O2S | ωB97M-V/def2-TZVPD

```
7
Properties=species:S:1:pos:R:3:lowdin_charge:R:1
C -0.23 -0.38 0.65 -0.801
C 0.88 0.18 -0.23 -0.234
H -1.56 0.46 -1.06 -0.124
H 1.83 0.28 0.37 0.147
O 0.17 -0.59 1.75 0.059
O 0.71 0.43 -1.40 0.045
S -1.80 -0.38 -0.08 0.909
```

As for the total energy: -626.042225 Ha. For the relative energy (zero: lowest compared OMol25 entry of this formula, charge and spin), the calculation gives 12.6 kcal/mol. For the gap between HOMO and LUMO, the calculation gives 9.5 eV. Its SMILES is O=CC(=O)S. Its largest force on an atom is 2.71 eV/Å. As for the spin multiplicity: 1. Its HOMO energy is -10.166 eV.

***

4.
C2H2O2S | ωB97M-V/def2-TZVPD

```
7
Properties=species:S:1:pos:R:3:lowdin_charge:R:1
C 0.27 0.00 0.20 -0.858
C -0.99 0.36 -0.50 -0.251
H 1.32 -0.98 1.22 0.157
H -0.64 1.26 -1.04 0.078
O 0.41 -1.22 0.73 0.016
O -1.79 -0.58 -0.70 0.074
S 1.42 1.16 0.10 0.784
```

As for the total energy: -626.009842 Ha. For the relative energy (zero: lowest compared OMol25 entry of this formula, charge and spin), the calculation gives 33.0 kcal/mol. For the gap between HOMO and LUMO, the calculation gives 8.5 eV. Its SMILES is O=CC(O)=S. Its largest force on an atom is 4.69 eV/Å. As for the spin multiplicity: 1. Its HOMO energy is -9.974 eV.

***

5.
C2H2O2S2 | ωB97M-V/def2-TZVPD

```
8
Properties=species:S:1:pos:R:3:lowdin_charge:R:1
C -0.33 0.48 0.42 -0.669
C 0.54 -0.63 0.03 -0.874
H -1.98 -0.23 -1.25 -0.189
H 0.11 -2.41 -1.14 0.243
O -0.05 1.33 1.35 -0.053
O -0.27 -1.59 -0.49 -0.107
S -1.96 0.76 -0.45 0.848
S 2.16 -0.41 0.00 0.800
```

As for the total energy: -1024.199309 Ha. For the relative energy (zero: lowest compared OMol25 entry of this formula, charge and spin), the calculation gives 39.7 kcal/mol. For the gap between HOMO and LUMO, the calculation gives 8.2 eV. Its SMILES is O=C(S)C(O)=S. Its largest force on an atom is 7.35 eV/Å. As for the spin multiplicity: 1. Its HOMO energy is -9.703 eV.

***

6.
C2H2O2S2 | ωB97M-V/def2-TZVPD

```
8
Properties=species:S:1:pos:R:3:lowdin_charge:R:1
C 1.16 -1.38 -0.26 -0.262
C -2.24 0.15 -0.10 -0.343
O 3.50 -0.32 0.29 -0.326
O 1.54 1.23 0.12 -0.433
S -0.69 -0.16 0.43 0.811
S 2.09 -0.10 0.22 0.498
H -2.99 0.81 0.41 0.049
H -2.38 -0.23 -1.10 0.005
```

As for the total energy: -1024.001013 Ha. For the relative energy (zero: lowest compared OMol25 entry of this formula, charge and spin), the calculation gives 164.2 kcal/mol. For the gap between HOMO and LUMO, the calculation gives 7.9 eV. Its largest force on an atom is 2.68 eV/Å. As for the spin multiplicity: 1. Its HOMO energy is -9.469 eV.

***

7.
C2H2O2S2 | ωB97M-V/def2-TZVPD

```
8
Properties=species:S:1:pos:R:3:lowdin_charge:R:1
C 0.08 0.62 -0.17 -0.303
C -0.35 -0.71 -0.17 -0.819
O 1.04 3.00 0.19 -0.536
O -0.12 -1.51 0.91 -0.094
S -1.29 -1.73 -1.30 0.580
S 1.10 1.74 0.85 0.991
H -0.27 1.07 -1.17 0.103
H -0.19 -2.47 0.86 0.079
```

As for the total energy: -1024.141360 Ha. For the relative energy (zero: lowest compared OMol25 entry of this formula, charge and spin), the calculation gives 76.1 kcal/mol. For the gap between HOMO and LUMO, the calculation gives 6.1 eV. Its largest force on an atom is 6.79 eV/Å. As for the spin multiplicity: 1. Its HOMO energy is -8.863 eV.

***

8.
C2H2O2S2 | ωB97M-V/def2-TZVPD

```
8
Properties=species:S:1:pos:R:3:lowdin_charge:R:1
C 0.74 -0.32 -0.54 -0.257
C 1.98 -0.32 -0.08 -0.252
O -0.56 1.28 1.37 -0.566
O 2.95 -0.55 0.48 0.207
S -2.45 0.24 -0.49 0.453
S -0.52 1.02 -0.06 0.557
H 0.27 -0.89 -1.30 0.047
H -2.41 -0.46 0.62 -0.190
```

As for the total energy: -1024.174934 Ha. For the relative energy (zero: lowest compared OMol25 entry of this formula, charge and spin), the calculation gives 55.0 kcal/mol. For the gap between HOMO and LUMO, the calculation gives 8.6 eV. Its largest force on an atom is 2.36 eV/Å. As for the spin multiplicity: 1. Its HOMO energy is -9.168 eV.

***

9.
C2H2O2S2 | ωB97M-V/def2-TZVPD

```
8
Properties=species:S:1:pos:R:3:lowdin_charge:R:1
C -0.97 0.25 0.86 -0.276
C 0.20 0.21 0.32 0.025
O -4.23 1.19 -1.27 -0.567
O -1.98 0.58 1.39 0.021
S -4.39 0.59 0.02 0.425
S -4.12 -1.31 0.03 0.223
H 0.96 0.40 1.06 0.076
H 0.31 -0.14 -0.70 0.072
```

As for the total energy: -1024.188955 Ha. For the relative energy (zero: lowest compared OMol25 entry of this formula, charge and spin), the calculation gives 46.2 kcal/mol. For the gap between HOMO and LUMO, the calculation gives 8.1 eV. Its largest force on an atom is 4.52 eV/Å. As for the spin multiplicity: 1. Its HOMO energy is -9.752 eV.

***

10.
C2H2O2S2 | ωB97M-V/def2-TZVPD

```
8
Properties=species:S:1:pos:R:3:lowdin_charge:R:1
C 0.49 0.75 0.15 -0.673
C -0.47 -0.47 0.02 -0.832
H 1.61 -1.38 0.40 -0.052
H -1.84 1.33 -0.02 -0.028
O 0.18 1.89 0.16 0.049
O -0.07 -1.59 0.25 -0.086
S 2.13 -0.17 -0.16 0.757
S -2.18 -0.09 -0.13 0.865
```

As for the total energy: -1024.221225 Ha. For the relative energy (zero: lowest compared OMol25 entry of this formula, charge and spin), the calculation gives 26.0 kcal/mol. For the gap between HOMO and LUMO, the calculation gives 9.0 eV. Its SMILES is O=C(S)C(=O)S. Its largest force on an atom is 3.65 eV/Å. As for the spin multiplicity: 1. Its HOMO energy is -9.995 eV.